Below is one molecule with the formula C2H3Cl3N2 in a non-equilibrium geometry, with properties calculated with the ωB97M-V functional and the def2-TZVPD basis.

Structure (XYZ):
```
10
Properties=species:S:1:pos:R:3:forces:R:3:lowdin_charge:R:1
Cl 1.802 -0.422 0.153 0.172 0.312 0.906 0.620
Cl -0.714 -0.419 1.752 0.666 0.655 -1.009 0.555
Cl 0.067 1.843 -0.106 -0.208 -0.004 0.518 0.615
N -0.041 -1.532 -1.725 -0.197 0.090 0.839 0.098
N -1.830 -0.184 -1.345 0.831 -0.788 0.208 0.107
C -0.574 -0.622 -1.009 -0.412 -0.400 -1.019 -0.648
C 0.117 0.106 0.207 -0.442 -1.154 -0.854 -1.485
H -2.412 -0.699 -1.974 0.307 -0.333 -0.210 0.103
H 0.838 -1.863 -1.334 -0.145 0.162 -0.224 -0.007
H -2.221 0.618 -0.964 -0.571 1.459 0.845 0.044
```
Positions in Å, forces in eV/Å.

Results
LUMO level	0.345	eV
2S+1	1
SMILES	[H]/N=C(/N)C(Cl)(Cl)Cl
ΔE to the lowest compared entry with this formula, charge and spin	2.6	kcal per mole
Kohn-Sham gap	9.98	eV